# C41H42As2Br4MnN4O14

C41H42As2Br4MnN4O14 as an isolated structure (wB97M-V/def2-TZVPD, the Open Molecules 2025 dataset).

Each line ends with the Löwdin spin population.
Element x y z (Å)
1 Mn -0.7544 2.2879 -0.1654  3.74
2 C -4.3744 2.0368 -2.0808  0.00
3 O -4.9923 0.9896 -1.3029  0.00
4 C -4.6050 0.7780 -0.0231  0.00
5 C -5.5304 0.2114 0.8236  0.01
6 C -5.2322 -0.0803 2.1606  0.01
7 C -3.9973 0.2530 2.6592  0.00
8 C -3.0384 0.8365 1.8161  0.01
9 C -1.7849 1.2571 2.3959  0.02
10 N -0.8625 1.8777 1.7831  -0.03
11 N 0.2703 2.2409 2.5332  0.00
12 C 1.0275 2.9709 1.7657  0.00
13 O 0.7703 3.3099 0.5586  0.01
14 C 2.3530 3.4033 2.3121  0.00
15 C 3.1382 4.2568 1.5505  0.00
16 C 4.3955 4.6403 2.0038  0.00
17 C 4.8715 4.1636 3.2176  0.00
18 C 4.0874 3.3057 3.9796  0.00
19 C 2.8296 2.9266 3.5280  0.00
20 C -3.2948 1.0364 0.4506  0.01
21 O -2.3814 1.4015 -0.4027  0.04
22 H -3.4004 1.7424 -2.4556  0.00
23 H -4.2629 2.9489 -1.4913  0.00
24 H -5.0622 2.2127 -2.9047  0.00
25 H -6.5074 -0.0163 0.4091  0.00
26 H -5.9767 -0.5485 2.7930  0.00
27 H -3.7384 0.0590 3.6962  0.00
28 H -1.6289 1.0772 3.4550  0.00
29 H 2.7439 4.6082 0.6029  0.00
30 H 5.0029 5.3111 1.4059  0.00
31 H 5.8526 4.4590 3.5709  0.00
32 H 4.4573 2.9283 4.9266  0.00
33 H 2.2041 2.2525 4.1030  0.00
34 Br -0.5443 5.9642 -6.0037  0.00
35 C -0.9079 5.4504 -4.2155  0.00
36 C -1.4921 6.3302 -3.3198  0.01
37 Br -1.9420 8.0931 -3.8633  0.00
38 C -1.7512 5.9286 -1.9961  0.00
39 Br -2.5397 7.0762 -0.7130  0.00
40 C -1.4424 4.6401 -1.5420  0.01
41 O -1.6460 4.1930 -0.3528  0.09
42 C -0.8328 3.7421 -2.4833  0.00
43 O -0.5448 2.5246 -2.0243  0.03
44 C -0.5782 4.1463 -3.7771  0.01
45 Br 0.2159 2.8608 -4.9169  0.00
46 C 0.7838 -0.8775 3.6324  0.00
47 O 0.2314 -1.4584 2.4470  0.00
48 C -0.8936 -2.1749 2.6085  0.00
49 O -1.5094 -2.1793 3.6519  0.00
50 C -1.2729 -2.8947 1.3545  0.00
51 C -1.7388 -4.1377 1.4687  0.00
52 As -2.1526 -5.3207 -0.0734  0.05
53 C -1.3366 -6.9102 0.7428  0.01
54 C -0.7237 -4.7435 -1.2663  0.22
55 C -0.3508 -3.3965 -1.4562  0.23
56 As -1.0077 -1.9447 -0.3656  0.03
57 C -2.9237 -2.0231 -0.8592  0.02
58 C 0.2947 -2.9421 -2.6738  0.09
59 O 0.3739 -3.5163 -3.7502  0.08
60 O 0.8606 -1.6869 -2.5295  0.03
61 C 1.1988 -1.0084 -3.7317  0.00
62 C -0.1897 -5.8546 -2.0034  0.09
63 O -0.7810 -6.9004 -2.2795  0.10
64 O 1.1002 -5.6695 -2.4192  0.02
65 C 1.5276 -6.5413 -3.4534  0.00
66 C -1.9819 -4.7780 2.8108  0.00
67 O -1.1300 -5.3176 3.4604  0.00
68 O -3.2718 -4.8494 3.2165  0.00
69 C -4.2396 -3.9535 2.6237  0.00
70 H 1.7049 -0.3947 3.3140  0.00
71 H 0.9776 -1.6492 4.3751  0.00
72 H 0.1159 -0.1301 4.0561  0.00
73 H -1.9418 -7.2258 1.5909  0.00
74 H -0.3255 -6.6941 1.0785  0.00
75 H -1.3314 -7.6794 -0.0220  0.00
76 H -3.2297 -3.0210 -1.1522  0.00
77 H -3.0687 -1.3432 -1.6987  0.00
78 H -3.5326 -1.6832 -0.0223  0.00
79 H 1.3137 0.0425 -3.4625  0.00
80 H 0.4140 -1.1094 -4.4792  0.00
81 H 2.1271 -1.3982 -4.1583  0.00
82 H 2.5592 -6.2655 -3.6705  0.00
83 H 0.9190 -6.4066 -4.3493  0.00
84 H 1.4745 -7.5865 -3.1493  0.00
85 H -5.1600 -4.1151 3.1794  0.00
86 H -4.4037 -4.1850 1.5748  0.00
87 H -3.9233 -2.9196 2.7337  0.00
88 C 2.4572 2.8563 -2.0538  0.00
89 N 3.1850 2.0284 -1.1011  0.00
90 C 4.6244 2.2102 -1.0776  0.00
91 C 5.2279 1.5817 0.1573  0.00
92 C 4.7459 0.1499 0.2454  0.00
93 N 3.3000 0.1207 0.2720  0.00
94 C 2.6966 -1.1161 0.7490  0.00
95 C 2.5284 1.0233 -0.4357  0.00
96 O 1.3031 0.9562 -0.4459  0.03
97 H 2.4580 3.9039 -1.7456  0.00
98 H 1.4317 2.5140 -2.1383  0.00
99 H 2.9290 2.7807 -3.0386  0.00
100 H 4.8241 3.2845 -1.1079  0.00
101 H 5.0787 1.7772 -1.9798  0.00
102 H 4.8973 2.1270 1.0453  0.00
103 H 6.3170 1.6269 0.1126  0.00
104 H 5.1018 -0.3233 1.1630  0.00
105 H 5.1385 -0.4438 -0.5933  0.00
106 H 2.9636 -1.2864 1.7966  0.00
107 H 3.0375 -1.9689 0.1526  0.00
108 H 1.6243 -1.0469 0.6632  0.00

Values from the calculation:
net charge	-2
gap between HOMO and LUMO (spin up / spin down)	4.6 / 6.6	eV
calculated total energy	-510994.78346	eV
molar mass	1339.20	g mol⁻¹
energy above the lowest of the compared OMol25 structures with the same formula, charge and spin	0.383	eV
spin multiplicity	6